Record 1
Computed, not measured: a 6-piece molecular cluster, C48H101BNO15S overall, with ωB97M-V/def2-TZVPD.

Atoms and positions in Å:
C: 3.140 0.171 3.822
O: 2.156 1.048 4.432
C: 1.510 0.330 5.501
C: 0.060 0.956 5.740
C: -0.760 0.977 4.362
C: -2.335 0.692 4.573
C: -3.054 0.014 3.317
C: -4.105 -1.033 3.881
N: -5.535 -0.769 3.500
B: -6.479 -1.583 4.410
O: -7.820 -1.171 4.619
O: -6.078 -2.756 5.025
C: -5.959 0.662 3.610
C: -4.982 1.692 2.920
C: -3.684 1.058 2.252
S: -2.557 2.441 1.817
C: -4.140 0.329 0.909
C: -3.950 1.189 -0.411
O: -4.634 0.526 -1.511
C: -3.790 -0.519 -2.012
C: -2.973 -0.095 -3.316
O: -3.663 -0.668 -4.438
C: -2.815 -0.962 -5.504
C: -3.292 -1.983 -6.463
C: -2.515 -2.359 -7.654
C: -1.211 -1.721 -7.940
C: -0.422 -2.114 -9.239
C: 0.766 -1.093 -9.436
C: -1.437 -1.836 -10.454
C: -0.031 -3.636 -9.343
C: 1.255 -4.087 -8.552
C: 1.306 -3.614 -7.043
C: 2.627 -3.785 -9.331
C: 1.182 -5.691 -8.487
C: -0.737 -0.713 -6.969
C: -1.521 -0.336 -5.774
H: 2.640 -0.797 3.522
H: 3.993 -0.013 4.537
H: 3.557 0.608 2.877
H: 1.351 -0.755 5.230
H: 2.147 0.402 6.436
H: 0.233 2.021 6.067
H: -0.548 0.382 6.486
H: -0.318 0.300 3.571
H: -0.676 2.019 3.947
H: -2.401 0.038 5.486
H: -2.818 1.680 4.831
H: -2.251 -0.578 2.784
H: -4.072 -1.164 4.996
H: -3.831 -2.041 3.455
H: -5.677 -1.172 2.558
H: -8.202 -1.103 3.719
H: -6.883 -3.325 5.090
H: -6.948 0.744 3.078
H: -6.151 0.962 4.671
H: -4.608 2.375 3.740
H: -5.493 2.361 2.177
H: -2.849 3.533 2.594
H: -5.228 0.021 0.909
H: -3.529 -0.623 0.846
H: -4.414 2.204 -0.308
H: -2.870 1.248 -0.735
H: -4.429 -1.396 -2.330
H: -3.053 -0.925 -1.269
H: -1.929 -0.483 -3.173
H: -3.008 1.027 -3.433
H: -4.287 -2.478 -6.320
H: -2.918 -3.122 -8.366
H: 1.563 -1.236 -8.655
H: 1.234 -1.269 -10.441
H: 0.332 -0.056 -9.405
H: -1.981 -0.866 -10.344
H: -0.935 -1.976 -11.447
H: -2.200 -2.672 -10.385
H: 0.046 -4.010 -10.408
H: -0.896 -4.221 -8.898
H: 2.031 -4.291 -6.503
H: 1.663 -2.563 -6.901
H: 0.306 -3.804 -6.550
H: 2.365 -3.537 -10.399
H: 3.366 -4.619 -9.239
H: 3.067 -2.865 -8.845
H: 2.165 -6.142 -8.179
H: 0.330 -6.022 -7.840
H: 1.033 -6.018 -9.562
H: 0.233 -0.186 -7.096
H: -1.154 0.453 -5.074
C: -9.576 -8.053 7.809
O: -10.406 -7.587 6.753
C: -10.538 -6.172 6.743
C: -9.612 -5.531 5.721
O: -8.240 -5.723 6.061
C: -7.644 -6.794 5.339
H: -9.274 -9.074 7.576
H: -8.677 -7.443 7.924
H: -10.139 -8.054 8.747
H: -10.367 -5.759 7.742
H: -11.575 -5.950 6.466
H: -9.792 -4.450 5.716
H: -9.817 -5.909 4.714
H: -7.396 -6.463 4.326
H: -8.298 -7.667 5.286
H: -6.726 -7.079 5.852
C: 2.606 5.333 -11.722
O: 1.831 5.459 -10.538
C: 0.583 4.782 -10.625
C: 0.632 3.427 -9.935
O: 1.526 2.536 -10.591
C: 2.792 2.460 -9.952
H: 3.637 5.595 -11.481
H: 2.591 4.313 -12.115
H: 2.232 6.024 -12.484
H: 0.270 4.679 -11.669
H: -0.157 5.410 -10.116
H: -0.364 2.974 -9.984
H: 0.898 3.535 -8.878
H: 2.719 1.816 -9.070
H: 3.163 3.444 -9.653
H: 3.501 2.021 -10.653
C: 5.373 5.692 7.683
O: 4.139 5.071 7.348
C: 4.217 4.310 6.149
C: 4.391 2.827 6.437
O: 5.639 2.558 7.067
C: 5.519 2.410 8.476
H: 5.330 5.985 8.733
H: 6.222 5.018 7.546
H: 5.515 6.588 7.070
H: 5.020 4.682 5.505
H: 3.270 4.456 5.616
H: 4.390 2.284 5.487
H: 3.562 2.443 7.041
H: 5.131 1.414 8.710
H: 4.865 3.167 8.915
H: 6.512 2.514 8.914
C: 10.548 0.285 7.066
O: 9.223 0.478 7.538
C: 8.385 1.116 6.577
C: 7.515 0.112 5.838
O: 8.296 -0.775 5.042
C: 8.513 -2.028 5.672
H: 11.029 -0.460 7.700
H: 10.568 -0.074 6.033
H: 11.106 1.224 7.136
H: 8.981 1.711 5.878
H: 7.738 1.801 7.126
H: 6.856 0.657 5.155
H: 6.884 -0.449 6.536
H: 7.619 -2.651 5.572
H: 8.764 -1.919 6.730
H: 9.344 -2.521 5.167
C: 4.533 4.715 -0.758
O: 3.683 3.585 -0.608
C: 3.615 3.127 0.737
C: 2.361 3.618 1.440
O: 2.376 5.034 1.583
C: 1.603 5.693 0.591
H: 4.301 5.188 -1.712
H: 4.385 5.449 0.038
H: 5.579 4.392 -0.767
H: 4.515 3.416 1.289
H: 3.585 2.031 0.698
H: 2.329 3.193 2.449
H: 1.459 3.287 0.914
H: 0.541 5.630 0.849
H: 1.762 5.268 -0.403
H: 1.900 6.741 0.571

Calculated values
- charge = +1
- spin multiplicity = 1
- calculated total energy (Eh) = -3495.37049
- maximum force (eV/A) = 3.18


Record 2
Computed, not measured: a 13-piece molecular cluster, C48H103BF4N2O28P3S6 overall, with ωB97M-V/def2-TZVPD.

Atoms and positions in Å:
N: -0.941 -22.077 3.839
H: -1.241 -21.630 2.985
H: -1.312 -23.016 3.857
H: -1.220 -21.707 4.736
H: 0.059 -22.102 3.697
N: -5.019 -21.601 5.077
H: -5.851 -21.045 5.211
H: -4.166 -21.329 5.546
H: -4.925 -21.596 4.072
H: -5.191 -22.534 5.423
C: -3.545 -17.914 7.970
C: -3.498 -19.092 7.361
C: -2.243 -19.612 6.670
O: -2.236 -20.765 5.992
C: -1.063 -18.865 6.706
C: -1.006 -17.524 7.377
C: -2.366 -17.078 8.207
O: -2.442 -16.054 8.842
O: -0.021 -16.804 7.388
O: -4.630 -19.761 7.354
H: -4.512 -17.649 8.371
H: -0.195 -19.326 6.259
B: -3.801 -22.018 2.054
F: -4.094 -21.595 0.782
F: -4.907 -22.555 2.707
F: -2.799 -22.944 1.963
F: -3.242 -20.939 2.758
C: -0.078 -16.681 1.707
C: -1.396 -17.280 2.227
C: -1.006 -18.260 3.334
S: 0.566 -19.023 2.616
O: 0.291 -20.347 2.053
O: 1.519 -18.953 3.704
C: 0.844 -17.844 1.285
H: 0.484 -16.205 2.510
H: -0.313 -15.930 0.953
H: -1.872 -17.885 1.455
H: -2.073 -16.489 2.548
H: -1.744 -18.968 3.712
H: -0.637 -17.580 4.101
H: 0.580 -18.345 0.354
H: 1.900 -17.577 1.243
C: 3.482 -23.948 -0.128
C: 2.060 -23.377 -0.492
C: 1.100 -24.146 0.400
S: 1.935 -24.427 2.097
O: 1.984 -25.843 2.376
O: 1.519 -23.430 3.051
C: 3.597 -23.911 1.416
H: 4.313 -23.459 -0.637
H: 3.480 -24.986 -0.461
H: 1.907 -23.610 -1.545
H: 2.038 -22.348 -0.132
H: 0.910 -25.159 0.045
H: 0.137 -23.658 0.552
H: 4.439 -24.466 1.830
H: 3.644 -22.848 1.651
C: -1.893 -26.756 1.732
C: -3.356 -26.899 1.952
C: -3.736 -26.026 3.093
S: -2.262 -25.932 4.279
O: -2.423 -26.748 5.466
O: -1.958 -24.504 4.343
C: -1.177 -26.815 3.065
H: -1.693 -25.813 1.224
H: -1.705 -27.542 1.000
H: -3.670 -27.933 2.095
H: -3.901 -26.678 1.035
H: -4.522 -26.370 3.765
H: -3.901 -25.022 2.702
H: -1.051 -27.818 3.473
H: -0.121 -26.548 3.119
C: -2.979 -25.155 -1.729
C: -3.571 -24.981 -3.110
C: -2.509 -24.448 -3.997
S: -1.560 -23.253 -2.897
O: -1.914 -21.870 -3.199
O: -0.148 -23.668 -2.798
C: -2.433 -23.758 -1.372
H: -2.213 -25.923 -1.835
H: -3.764 -25.562 -1.091
H: -4.486 -24.392 -3.052
H: -3.874 -25.887 -3.636
H: -2.890 -23.889 -4.851
H: -1.834 -25.262 -4.259
H: -3.218 -23.002 -1.401
H: -1.726 -23.515 -0.579
C: -2.523 -17.443 -2.911
C: -2.296 -18.367 -1.714
C: -3.702 -18.524 -0.999
S: -4.633 -16.905 -1.278
O: -4.476 -16.054 -0.105
O: -5.916 -17.310 -1.820
C: -3.563 -16.355 -2.644
H: -2.963 -17.972 -3.757
H: -1.580 -17.216 -3.410
H: -1.547 -17.899 -1.075
H: -1.940 -19.362 -1.982
H: -3.698 -18.715 0.074
H: -4.332 -19.310 -1.416
H: -3.019 -15.495 -2.253
H: -4.172 -15.963 -3.458
C: -4.830 -16.925 4.684
C: -5.628 -16.018 5.609
C: -5.646 -14.623 4.956
S: -5.590 -14.932 3.145
O: -4.347 -14.396 2.604
O: -6.850 -14.740 2.434
C: -5.357 -16.721 3.276
H: -4.917 -17.986 4.915
H: -3.824 -16.533 4.837
H: -5.131 -15.983 6.579
H: -6.605 -16.499 5.582
H: -4.761 -13.999 5.083
H: -6.566 -14.077 5.165
H: -4.820 -17.117 2.414
H: -6.374 -17.110 3.219
C: -9.201 -16.784 3.717
C: -9.177 -18.125 4.565
O: -9.381 -19.275 3.667
P: -8.507 -20.633 3.922
O: -7.472 -20.575 4.993
O: -9.699 -21.702 4.060
C: -10.739 -21.713 3.096
C: -10.380 -22.883 2.194
O: -7.966 -20.940 2.387
C: -7.048 -20.055 1.745
C: -7.819 -19.134 0.748
H: -8.730 -16.027 4.344
H: -8.639 -16.831 2.784
H: -10.204 -16.458 3.440
H: -8.193 -18.127 5.032
H: -9.894 -18.127 5.386
H: -11.591 -22.071 3.676
H: -10.995 -20.806 2.548
H: -9.404 -22.735 1.732
H: -10.458 -23.881 2.624
H: -11.113 -22.925 1.388
H: -6.409 -19.573 2.485
H: -6.402 -20.666 1.114
H: -8.770 -18.773 1.140
H: -7.298 -18.245 0.393
H: -7.990 -19.735 -0.145
C: -8.702 -23.589 7.916
C: -7.271 -24.261 8.154
O: -7.274 -25.347 7.260
P: -6.148 -25.422 6.123
O: -5.774 -24.072 5.540
O: -4.991 -26.235 6.874
C: -5.211 -27.423 7.589
C: -4.804 -27.209 9.093
O: -6.819 -26.437 5.060
C: -7.924 -26.024 4.392
C: -7.663 -26.019 2.914
H: -8.921 -23.537 6.849
H: -9.418 -24.208 8.456
H: -8.747 -22.581 8.328
H: -6.479 -23.554 7.907
H: -7.225 -24.627 9.180
H: -6.194 -27.893 7.612
H: -4.568 -28.224 7.226
H: -3.764 -26.894 9.179
H: -5.482 -26.538 9.622
H: -5.000 -28.081 9.715
H: -8.782 -26.675 4.561
H: -8.260 -25.017 4.639
H: -8.201 -25.209 2.421
H: -6.584 -26.008 2.759
H: -8.027 -26.920 2.420
C: -11.273 -20.206 -1.176
C: -10.619 -20.830 -2.408
O: -9.224 -20.887 -2.151
P: -8.447 -22.311 -2.056
O: -9.232 -23.550 -2.327
O: -7.188 -22.125 -3.075
C: -6.280 -20.999 -2.885
C: -5.150 -20.977 -3.951
O: -7.713 -22.166 -0.643
C: -7.349 -23.357 -0.004
C: -6.063 -23.899 -0.677
H: -11.148 -20.777 -0.256
H: -10.744 -19.279 -0.956
H: -12.297 -19.938 -1.437
H: -11.029 -21.818 -2.617
H: -10.732 -20.269 -3.336
H: -6.848 -20.069 -2.866
H: -5.915 -20.997 -1.858
H: -4.259 -21.602 -3.882
H: -5.551 -21.198 -4.940
H: -4.708 -19.985 -4.047
H: -7.099 -23.186 1.043
H: -8.156 -24.089 -0.029
H: -5.322 -23.100 -0.684
H: -5.777 -24.760 -0.072
H: -6.209 -24.247 -1.700

Calculated values
- charge = -1
- spin multiplicity = 1
- calculated total energy (Eh) = -7944.94733
- maximum force (eV/A) = 4.62